Entry 1:
Here is a molecular structure, C39H36N12O4PSSm in a non-equilibrium geometry from the OMol25 dataset. Energies are from ωB97M-V/def2-TZVPD.

Calculated values
2S+1 ... 6
⟨S²⟩ ... 8.7589
Molar mass ... 950.2 g/mol
Calculated total energy ... -105126.6453 eV
Energy above the lowest of the compared OMol25 structures with the same formula, charge and spin ... 22.6 kcal/mol
Total charge ... 0

The geometry in XYZ format:
```
94
C39H36N12O4PSSm (ωB97M-V/def2-TZVPD)
N -2.704 1.763 0.643
N 1.252 -5.760 3.366
C -3.259 -0.388 -3.514
H 5.552 3.215 -1.555
C -1.463 -6.183 0.014
C -0.100 5.361 -2.037
C -0.871 -6.789 -1.095
H -0.889 7.258 -2.654
H 1.961 7.359 0.531
H -2.612 4.069 -0.954
C 0.514 7.460 -1.044
N 0.123 4.711 2.886
C -2.941 2.006 -0.614
H -0.924 -8.575 -3.036
N 1.040 3.818 3.154
H -0.685 4.803 -2.759
H 4.213 0.059 1.002
Sm -0.563 0.527 0.648
H 2.939 -3.807 -0.997
H 2.565 -5.145 1.057
C -2.809 2.478 2.805
H -0.192 -7.107 -3.741
H 6.052 1.245 -0.145
C -0.219 6.741 -1.977
H -0.038 2.709 -3.480
C 5.031 1.586 -0.259
S -1.568 1.513 3.461
O -1.241 -0.993 2.084
H -2.453 -5.759 -0.093
C 0.487 -6.673 1.345
N 0.032 2.959 1.556
H 1.588 4.514 4.898
N -3.539 3.237 3.668
H -3.750 3.352 -2.102
C -1.110 -7.538 -3.329
H -3.742 1.682 -3.257
H -3.642 -0.432 -4.524
C 3.437 3.086 -1.243
C -3.427 3.349 -1.064
N -3.124 2.677 1.526
H -1.417 -2.244 4.410
H 3.219 3.925 -1.893
C -3.309 0.801 -2.806
C 1.586 -2.250 -0.389
C 3.999 0.922 0.384
C -0.044 -3.851 3.980
H -1.887 -7.513 -4.089
O 0.448 0.456 -1.408
H -0.213 -4.362 4.920
H -4.244 3.673 -0.421
N 1.032 2.774 2.386
C 1.383 6.796 -0.191
O -1.600 -6.779 -2.241
C -2.719 -1.514 -2.917
H -2.676 -2.465 -3.428
H 1.704 2.480 -3.316
C 0.388 -7.361 -0.970
H -3.410 3.054 4.646
C -2.214 -1.386 -1.636
H -1.754 -2.224 -1.124
C 1.045 -7.321 0.252
H 1.769 -1.628 -1.259
N 1.986 4.004 4.124
H 1.907 0.817 0.764
P 0.645 2.839 -1.092
H -4.428 3.588 3.350
C -0.507 4.144 1.867
H 2.020 -7.780 0.357
H 2.373 3.113 4.394
C 2.385 2.417 -0.618
H 0.408 8.536 -0.979
H 0.866 -7.840 -1.813
C 2.245 -3.478 -0.236
H -1.355 4.574 1.366
C 1.075 -3.788 1.841
C 0.454 -2.543 1.593
N 1.190 -6.723 2.579
C -0.719 -2.664 3.698
C -0.557 -2.018 2.475
C 0.767 4.675 -1.183
C -0.794 -6.120 1.216
N 0.751 -1.775 0.509
H -1.272 -5.660 2.070
C 0.519 0.768 -2.665
C 4.750 2.684 -1.057
C 0.761 -4.476 3.047
C 0.741 2.283 -2.849
C -2.810 0.848 -1.508
H 2.204 4.907 0.397
N -2.250 -0.248 -0.955
C 1.509 5.417 -0.261
C 2.690 1.351 0.230
C 2.019 -4.227 0.889
O 0.414 0.004 -3.605
```

Here are the Löwdin charges for atoms 1 to 4, given in e: number 1, N, carries -0.09; number 2, N, carries 0.07; number 3, C, carries -0.04; number 4, H, carries 0.10

Entry 2:
Here is a molecular structure, C39H37BiBrClN7O7S from the OMol25 dataset. Energies are from ωB97M-V/def2-TZVPD.

Calculated values
Molar mass ... 1072.2 g/mol
Calculated total energy ... -165039.9489 eV
Energy above the lowest of the compared OMol25 structures with the same formula, charge and spin ... 1.7 kcal/mol
Total charge ... +1

The geometry in XYZ format:
```
94
C39H37BiBrClN7O7S (ωB97M-V/def2-TZVPD)
C 0.776 -1.943 -5.126
C -0.818 1.398 -5.003
H 5.485 -2.697 1.089
C 0.802 3.126 0.101
C -3.100 -4.301 -5.698
C 0.668 2.553 -1.217
O -2.009 -0.372 -1.069
H 0.829 5.076 -0.809
O 2.166 -4.562 4.681
C 8.637 -0.944 3.481
C -4.483 1.944 0.222
C 0.321 -0.686 -4.665
H -1.456 -3.622 -4.471
C -4.456 -4.171 -6.010
H -2.338 -0.715 2.106
H -1.373 2.082 -5.632
C 3.626 -0.934 0.307
C -0.519 1.773 -3.684
H -2.616 3.058 2.166
O 8.058 -3.397 2.642
H 2.401 -2.875 -2.327
C -4.661 -2.455 -4.404
H -2.208 -1.466 -2.535
C -3.306 -2.587 -4.090
H 0.555 -2.243 -6.143
S 7.666 -2.033 2.428
H 7.469 0.866 3.230
H 9.176 1.141 3.596
C 1.019 3.158 2.501
H 5.888 -2.155 4.058
H -0.889 2.721 -3.315
N 1.737 -1.769 1.711
H 0.653 -2.771 3.268
H 2.879 -0.716 -0.455
H 8.298 -1.133 4.499
C -5.262 -3.249 -5.367
H 5.378 -3.847 2.417
H -0.659 -0.118 -6.499
H -6.106 -1.142 -3.541
C -3.130 0.264 -0.926
H -6.318 0.509 -2.223
H -1.661 1.704 2.807
C 0.938 5.230 1.306
C 0.882 2.407 1.317
H -0.845 -0.604 3.077
C 1.802 -2.274 -3.007
N 0.424 1.331 -1.498
Br -7.186 2.622 -0.397
H -1.310 -2.142 2.299
C 2.814 -3.120 3.085
C -2.502 1.972 2.179
H 1.109 2.613 3.432
H -2.511 -5.043 -6.221
C 1.024 4.532 2.509
H -4.885 -4.814 -6.767
C -5.566 1.663 -0.618
C 1.592 -2.603 2.771
H 0.812 3.272 -2.032
C -4.164 -1.004 -2.773
C 0.648 -0.311 -3.332
H 5.651 -0.833 2.853
N 3.725 -2.588 2.188
C -3.298 1.266 0.074
Cl 0.953 6.961 1.305
N 3.117 -4.014 4.160
C -1.309 -1.055 2.200
C 1.504 -2.747 -4.297
H 1.871 -3.712 -4.619
O 7.661 -1.523 1.078
H -6.315 -3.164 -5.600
H 1.091 5.075 3.442
H 3.960 0.018 0.726
O -2.216 1.476 0.870
C -4.259 0.005 -1.757
C -0.420 0.187 -5.489
H 4.487 -1.418 -0.150
C 5.951 -1.869 3.011
O 0.892 1.090 1.463
N -3.047 -1.668 -3.087
H 9.661 -1.302 3.376
C 8.482 0.506 3.049
N -5.153 -1.460 -3.567
H -3.411 1.511 2.571
O 4.282 -4.142 4.497
C 0.859 4.533 0.128
C 0.197 0.956 -2.833
Bi -0.043 -0.539 0.389
N 1.410 -1.112 -2.548
C -2.500 -3.516 -4.730
C 5.161 -2.827 2.120
C -5.467 0.711 -1.587
C 3.027 -1.767 1.379
H 8.690 0.594 1.985
H -4.589 2.707 0.980
```

Here are the Löwdin charges for atoms 1 to 4, given in e: number 1, C, carries -0.02; number 2, C, carries -0.06; number 3, H, carries 0.11; number 4, C, carries -0.13

Entry 3:
Here is a molecular structure, C39H37ClN2O3PPt in a non-equilibrium geometry from the OMol25 dataset. Energies are from ωB97M-V/def2-TZVPD.

Calculated values
2S+1 ... 3
⟨S²⟩ ... 2.0069
Molar mass ... 843.2 g/mol
Calculated total energy ... -75217.7406 eV
Total charge ... +1

The geometry in XYZ format:
```
84
C39H37ClN2O3PPt (ωB97M-V/def2-TZVPD)
H 7.694 0.937 -1.767
H -4.360 2.049 1.524
C -2.721 0.698 1.770
H -2.678 -2.043 3.742
C 2.641 -5.767 0.201
C 6.843 -1.028 -1.971
C 0.877 1.803 4.665
H -1.056 1.091 4.069
H 6.097 1.631 -0.009
O 2.216 -0.858 -0.279
C 3.429 -2.153 -3.195
C 1.922 -0.118 2.948
C 0.730 -1.824 -2.697
C 2.588 -2.070 -0.156
H 3.285 1.230 -3.562
H -1.270 -2.613 -2.496
C 1.282 -3.103 -2.795
H 4.331 0.069 0.754
C 1.545 -0.697 -2.880
C 6.932 0.247 -1.424
H 3.107 -6.127 1.124
H 5.222 -4.456 1.570
H 3.850 0.612 3.547
C 6.034 0.638 -0.438
H -0.444 -6.280 4.095
C 1.888 -3.304 -0.051
H -4.961 -1.247 4.210
H 2.328 -0.877 2.289
H 7.530 -1.336 -2.750
H 0.543 -2.133 4.536
H 5.419 -5.331 0.036
H 0.815 -3.416 -0.085
C 5.860 -1.906 -1.540
C -3.043 -1.145 3.258
C 2.776 0.711 3.661
H 3.087 -6.309 -0.636
H 6.133 -3.734 0.242
Cl -1.742 1.620 0.647
O 0.479 1.023 -1.535
H 4.450 0.478 -2.456
H 4.498 -2.279 -3.378
C -4.330 -0.696 3.522
C -0.421 -2.683 2.690
C -2.212 -0.450 2.383
C -0.725 -1.681 -2.343
N 4.063 -3.752 -0.058
C 0.114 -4.237 4.446
C -0.968 -5.017 2.437
C 2.251 1.678 4.513
C 5.280 -4.352 0.485
H 3.544 -4.895 -4.148
H 2.917 2.338 5.057
C 2.909 -0.859 -3.145
C 0.016 0.981 3.951
C 0.534 0.018 3.088
H -1.390 -3.522 0.956
O 0.856 1.435 -3.706
C 5.051 -0.236 0.002
Pt 0.120 -0.248 -0.025
C 0.937 0.687 -2.752
H 1.578 -5.997 0.240
H 0.470 2.549 5.339
C -0.960 -3.726 1.934
H 0.634 -3.974 -2.687
C 3.239 -4.671 -3.122
H -5.809 0.804 3.103
C 2.638 -3.284 -3.027
H 0.530 -4.436 5.428
N 3.919 -2.377 -0.127
C 0.123 -2.939 3.946
H -1.397 -5.825 1.853
C 3.836 0.315 -3.352
H 4.510 0.124 -4.189
H 5.776 -2.892 -1.983
P -0.521 -1.013 2.031
C -0.432 -5.272 3.696
C -3.999 1.154 2.019
H 4.129 -4.762 -2.490
H -1.217 -0.880 -2.891
C 2.826 -4.293 0.038
H -0.862 -1.433 -1.236
C -4.805 0.451 2.903
H 2.520 -5.436 -2.816
C 4.972 -1.505 -0.553
```

Here are the natural (NBO) charges for atoms 1 to 4, given in e: number 1, H, carries 0.23; number 2, H, carries 0.25; number 3, C, carries 0.00; number 4, H, carries 0.22

Entry 4:
Here is a molecular structure, C39H37CrGeN7O6 from the OMol25 dataset. Energies are from ωB97M-V/def2-TZVPD.

Calculated values
2S+1 ... 5
⟨S²⟩ ... 6.0707
Molar mass ... 824.4 g/mol
Calculated total energy ... -148694.5951 eV
Energy above the lowest of the compared OMol25 structures with the same formula, charge and spin ... 28.0 kcal/mol
Total charge ... 0

The geometry in XYZ format:
```
91
C39H37CrGeN7O6 (ωB97M-V/def2-TZVPD)
N 1.101 -2.064 2.103
C 0.070 2.423 4.276
H 2.634 -4.322 2.352
C -1.345 6.894 2.084
H -2.062 0.799 -2.574
H 1.496 -7.100 0.512
H -2.111 1.824 2.852
O 1.243 -2.194 3.293
H -1.300 2.889 -1.217
H 1.578 0.328 6.470
H -1.996 -0.598 3.682
C 1.786 2.083 -1.044
C -0.152 0.134 -6.711
O 1.961 -0.304 -1.388
O 2.041 -1.974 1.298
N -1.135 -0.850 3.230
H -3.378 -2.973 0.407
H 2.849 -0.236 4.421
H -0.193 2.060 6.375
H 0.859 -8.415 -1.460
C 2.063 0.507 4.385
O 1.583 -4.436 0.635
H -3.602 2.305 -1.822
H -1.991 5.079 1.154
Ge 0.248 3.003 1.442
H -0.262 -0.645 3.693
H -0.679 3.208 4.260
H -2.259 7.423 1.842
C 0.223 -1.589 -3.378
C 0.850 -7.334 -1.510
C 0.750 2.089 3.102
N -2.349 -1.674 1.477
C 1.305 -1.953 -5.595
C -0.645 -0.791 -2.609
H 3.082 -5.694 1.322
C -4.151 1.704 0.159
N 0.860 -2.695 -2.960
N -2.459 -2.558 0.399
C 1.348 0.821 5.534
H -2.230 -2.086 -0.475
C -3.271 2.186 -0.797
C 0.470 -5.290 -2.707
C -1.380 0.250 -3.208
H 1.898 5.006 2.965
H 0.201 -7.233 -3.553
C 0.834 6.853 3.090
C 1.706 3.075 0.114
C 0.351 1.787 5.478
C -0.334 7.538 2.780
C -1.188 5.569 1.696
C 0.832 -4.509 -1.602
H 1.625 7.350 3.637
O -0.781 -1.000 -1.290
N 0.766 -3.109 -1.673
H 1.676 4.089 -0.288
H -5.168 1.451 -0.115
H -4.417 1.233 2.238
H 0.168 -4.779 -3.608
H 1.566 -5.740 2.258
C 1.208 -6.587 -0.394
C 2.247 -5.095 1.695
C 0.487 -6.676 -2.669
H -0.455 8.570 3.084
H 1.870 -2.760 -5.150
C 1.463 -1.628 -6.917
H -0.726 0.950 -7.135
H 2.623 3.026 0.710
C -1.172 -1.545 2.100
H -2.980 -0.883 1.551
Cr 0.766 -1.575 -0.396
O 0.902 0.375 0.385
C -1.968 2.519 -0.447
C 0.727 -0.573 -7.486
C -1.518 2.387 0.865
H -1.823 1.352 -4.979
H 2.162 -2.186 -7.528
C 0.404 -1.240 -4.777
C -3.723 1.570 1.474
C -2.421 1.914 1.818
C 1.205 -5.202 -0.435
C -0.022 4.867 1.996
C -0.332 -0.179 -5.345
C 1.567 0.655 -0.655
H 2.737 2.151 -1.574
C -1.244 0.552 -4.533
H 2.311 0.851 2.291
H 1.016 2.288 -1.796
N -0.097 -2.048 1.464
C 1.759 1.131 3.181
H 0.856 -0.324 -8.531
C 0.984 5.530 2.702
```

Here are the Löwdin charges for atoms 1 to 4, given in e: number 1, N, carries -0.39; number 2, C, carries -0.13; number 3, H, carries 0.08; number 4, C, carries -0.09

Entry 5:
Here is a molecular structure, C39H37FN8O4PbS from the OMol25 dataset. Energies are from ωB97M-V/def2-TZVPD.

Calculated values
Molar mass ... 940.0 g/mol
Calculated total energy ... -79957.5668 eV
Energy above the lowest of the compared OMol25 structures with the same formula, charge and spin ... 34.3 kcal/mol
Total charge ... 0

The geometry in XYZ format:
```
91
C39H37FN8O4PbS (ωB97M-V/def2-TZVPD)
H 2.023 -3.872 -2.481
C -1.215 -4.036 3.624
H 3.188 7.575 2.299
C 1.610 1.455 3.625
F -2.750 4.537 -1.535
H -1.915 -3.276 3.323
H 0.840 8.299 3.070
C -0.469 6.045 0.840
H -1.824 6.766 -0.654
C 0.461 -6.112 4.317
H 1.841 6.192 3.909
H 0.693 1.016 -3.485
H 2.589 6.571 0.974
N -3.903 -0.572 3.997
C -1.390 3.505 0.089
C -0.300 -0.879 -3.806
H 0.342 0.059 -10.653
C 0.167 -0.391 -9.687
C 2.802 6.594 2.038
O 1.918 1.744 4.777
C -0.870 -1.962 -3.130
H 1.125 -6.920 4.595
Pb 0.139 -1.266 1.462
C -0.287 -5.516 0.121
C -0.348 -2.390 -8.422
H -2.205 -4.406 5.481
C -1.840 4.636 -0.540
N -0.446 -1.979 -5.960
H 2.232 3.974 3.797
O -0.571 1.320 1.550
N -1.655 -0.879 4.354
N -0.342 -0.993 -1.027
C -0.132 -6.082 -1.127
C 0.457 7.336 2.737
H -0.666 -6.991 -1.369
C 0.051 4.894 1.472
H 0.451 1.451 -8.615
C 0.237 0.150 -3.032
H -1.875 -0.808 5.343
C -0.284 -1.618 -7.264
H 1.419 -5.776 2.439
H -4.077 -0.465 4.980
H 2.708 -0.281 1.750
H 0.712 7.831 0.651
C 1.365 -4.334 -1.757
C -1.393 -4.694 4.824
H -0.933 -5.989 0.846
C 1.474 3.853 3.035
C 0.230 0.396 -8.555
C 0.685 -5.497 -2.082
C 1.035 2.596 2.766
N 1.008 4.983 2.454
C -2.682 -0.826 3.485
C 0.210 0.035 -1.656
H 0.351 -0.557 4.211
H 3.573 5.857 2.249
C 1.550 6.275 2.856
H -0.674 -6.229 6.137
N 0.080 -3.638 1.617
H -1.756 2.522 -0.166
C 0.636 -5.465 3.115
H -1.350 -2.769 -1.197
N 0.028 0.199 -6.039
C -0.060 7.415 1.305
H 0.658 0.786 -1.024
C 0.012 -0.233 -7.338
H 1.742 -2.840 -0.278
H -0.366 7.060 3.400
H -0.117 -2.179 4.346
C -0.251 -0.896 -5.253
S -2.560 -1.039 1.829
C -1.408 5.901 -0.161
O 2.870 -0.926 1.037
C -0.440 3.624 1.108
C -0.011 2.394 1.800
H -0.921 8.086 1.257
C -0.177 -4.379 2.747
N -0.366 -1.254 3.994
H 0.801 -5.946 -3.059
H 3.289 -1.684 1.454
C 0.354 -4.308 0.449
H 0.176 1.145 -5.729
H -0.147 -2.329 -10.541
O 1.708 0.314 3.093
H -1.278 -2.779 -3.699
C 1.207 -3.750 -0.516
C -0.542 -5.721 5.194
H -4.672 -0.503 3.353
C -0.893 -1.961 -1.750
C -0.117 -1.759 -9.624
H -0.565 -3.444 -8.361
```

Here are the Löwdin charges for atoms 1 to 4, given in e: number 1, H, carries 0.11; number 2, C, carries -0.09; number 3, H, carries 0.09; number 4, C, carries -0.64